1.
The following is a DFT calculation (wB97M-V/def2-TZVPD) of one molecule with the formula C6H7F.

Output
LUMO energy = 0.708 eV
Gap between HOMO and LUMO = 9.291 eV
Energy relative to the best compared isomer or geometry (same formula, charge and spin) = 59.6 kcal per mole
E_tot = -332.55453 Eh
Maximum force = 0.180 Eh/bohr

Last column: Löwdin charge in e.
Atoms and positions in Å:
1 F 3.007 -0.624 -0.127  -0.09
2 C 1.901 0.262 0.008  -0.17
3 C 0.473 -0.136 0.014  -0.26
4 C -0.138 -1.345 0.140  -0.04
5 C -1.534 -1.113 -0.017  -0.21
6 C -1.870 0.083 -0.247  -0.10
7 C -0.563 0.970 0.156  -0.12
8 H 1.977 1.013 -0.841  0.12
9 H 2.341 0.884 0.896  0.15
10 H 0.414 -2.291 -0.055  0.13
11 H -2.237 -2.024 0.218  0.15
12 H -2.833 0.804 -0.518  0.16
13 H -0.717 1.650 1.030  0.12
14 H -0.224 1.867 -0.657  0.16

---

2.
The following is a DFT calculation (wB97M-V/def2-TZVPD) of a 2-piece molecular cluster, C5H8O2 overall.

Output
LUMO energy = -0.021 eV
Gap between HOMO and LUMO = 9.820 eV
Energy relative to the best compared isomer or geometry (same formula, charge and spin) = 40.9 kcal per mole
E_tot = -345.73971 Eh
Maximum force = 0.012 Eh/bohr

Last column: Löwdin charge in e.
Atoms and positions in Å:
1 C 1.384 -0.328 -0.929  0.09
2 C 0.123 -0.048 -0.616  -0.25
3 C -0.857 1.104 -0.801  -0.12
4 C -1.993 0.201 -0.224  -0.07
5 C -0.942 -0.901 0.004  -0.37
6 O -0.946 -1.999 0.500  0.11
7 H 1.778 -1.321 -0.724  0.09
8 H 2.051 0.392 -1.397  0.09
9 H -0.644 1.997 -0.201  0.11
10 H -0.992 1.398 -1.846  0.11
11 H -2.758 -0.099 -0.948  0.12
12 H -2.482 0.559 0.689  0.12
13 O 2.449 -0.089 1.607  -0.06
14 H 2.333 -1.045 1.666  0.04
15 H 1.569 0.214 1.348  0.01

---

3.
The following is a DFT calculation (wB97M-V/def2-TZVPD) of C20H4Cl56F12Ga as an isolated structure.

Output
LUMO energy = 1.129 eV
Net charge = -1
Gap between HOMO and LUMO = 7.548 eV
Energy relative to the best compared isomer or geometry (same formula, charge and spin) = 0.0 kcal per mole
E_tot = -29658.33974 Eh
Maximum force = 0.023 Eh/bohr

Last column: Löwdin charge in e.
Atoms and positions in Å:
1 C -0.925 2.202 2.625  -0.22
2 Ga -1.872 1.936 0.877  0.53
3 C -2.115 -0.095 0.510  -0.57
4 F -3.236 -0.442 -0.204  0.01
5 F -1.057 -0.539 -0.292  -0.18
6 F -2.055 -0.929 1.601  0.00
7 C -3.635 3.000 0.625  -0.39
8 F -3.299 4.236 0.105  0.01
9 F -4.435 2.397 -0.353  -0.01
10 C -4.549 3.279 1.848  -0.38
11 F -4.951 4.591 1.841  0.11
12 F -3.916 3.084 3.024  0.12
13 C -5.892 2.495 1.888  -0.35
14 F -6.517 2.886 3.033  0.06
15 F -6.696 2.863 0.869  0.08
16 C -5.762 0.933 1.969  -0.56
17 F -4.539 0.551 2.251  0.20
18 F -6.158 0.351 0.846  0.06
19 F -6.557 0.471 2.934  0.16
20 H 0.137 1.981 2.480  -0.02
21 H -1.290 1.564 3.438  -0.01
22 H -0.990 3.242 2.961  -0.01
23 H -0.893 2.428 -0.289  -0.02
24 C -0.567 -4.339 -1.526  -2.03
25 Cl 0.827 -3.538 -2.261  0.49
26 Cl -1.245 -3.314 -0.275  0.62
27 Cl -1.783 -4.655 -2.773  0.52
28 Cl -0.021 -5.869 -0.813  0.48
29 C 0.239 -1.730 -6.787  -2.04
30 Cl -0.326 -0.950 -5.316  0.51
31 Cl -0.405 -0.877 -8.198  0.48
32 Cl 2.006 -1.692 -6.852  0.51
33 Cl -0.312 -3.410 -6.821  0.52
34 C 2.886 0.338 -1.837  -2.03
35 Cl 1.225 0.041 -1.375  0.58
36 Cl 2.989 1.749 -2.898  0.52
37 Cl 3.857 0.621 -0.383  0.50
38 Cl 3.541 -1.082 -2.683  0.49
39 C 3.648 -5.979 1.218  -2.04
40 Cl 2.814 -4.477 0.826  0.51
41 Cl 5.052 -6.168 0.159  0.52
42 Cl 4.179 -5.934 2.901  0.49
43 Cl 2.549 -7.346 0.982  0.51
44 C 3.150 -6.624 7.022  -2.05
45 Cl 4.426 -5.724 6.189  0.50
46 Cl 2.397 -5.571 8.219  0.50
47 Cl 1.944 -7.151 5.850  0.53
48 Cl 3.854 -8.033 7.823  0.52
49 C -2.401 2.516 -4.927  -2.03
50 Cl -4.116 2.178 -4.675  0.49
51 Cl -2.126 4.263 -4.846  0.52
52 Cl -1.448 1.717 -3.678  0.52
53 Cl -1.928 1.934 -6.530  0.49
54 C -10.372 2.356 3.670  -2.04
55 Cl -11.995 2.428 2.959  0.51
56 Cl -9.155 2.478 2.414  0.63
57 Cl -10.180 3.694 4.811  0.52
58 Cl -10.184 0.823 4.531  0.52
59 C 1.598 0.818 -11.361  -2.07
60 Cl 1.436 -0.779 -12.102  0.52
61 Cl 2.560 1.860 -12.417  0.52
62 Cl -0.007 1.526 -11.141  0.52
63 Cl 2.387 0.662 -9.797  0.51
64 C -8.053 1.008 -2.920  -2.02
65 Cl -8.198 -0.537 -3.767  0.53
66 Cl -7.004 2.091 -3.844  0.47
67 Cl -9.650 1.756 -2.763  0.51
68 Cl -7.347 0.777 -1.334  0.64
69 C 6.957 -1.625 1.838  -2.03
70 Cl 7.557 -2.211 3.393  0.53
71 Cl 6.478 0.071 1.992  0.49
72 Cl 8.236 -1.757 0.624  0.51
73 Cl 5.568 -2.585 1.341  0.52
74 C -7.588 6.107 -3.621  -2.06
75 Cl -7.080 5.309 -2.136  0.54
76 Cl -7.934 7.811 -3.292  0.51
77 Cl -6.298 5.990 -4.823  0.52
78 Cl -9.043 5.324 -4.250  0.50
79 C 10.789 1.165 3.594  -2.04
80 Cl 9.164 1.108 2.910  0.50
81 Cl 11.812 2.226 2.616  0.51
82 Cl 10.714 1.784 5.248  0.52
83 Cl 11.476 -0.462 3.607  0.51
84 C 2.604 -1.038 8.795  -2.06
85 Cl 1.054 -1.432 9.548  0.52
86 Cl 2.358 0.173 7.539  0.54
87 Cl 3.706 -0.401 10.024  0.51
88 Cl 3.293 -2.501 8.087  0.49
89 C 13.325 -1.479 -0.060  -2.06
90 Cl 11.592 -1.744 0.123  0.49
91 Cl 13.647 0.252 -0.184  0.52
92 Cl 14.171 -2.135 1.347  0.51
93 Cl 13.899 -2.291 -1.521  0.52

---

4.
The following is a DFT calculation (wB97M-V/def2-TZVPD) of a 2-piece molecular cluster, C24H20N6O8 overall.

Output
LUMO energy = -2.581 eV
Gap between HOMO and LUMO = 4.826 eV
Energy relative to the best compared isomer or geometry (same formula, charge and spin) = 0.0 kcal per mole
E_tot = -1856.50583 Eh
Maximum force = 0.060 Eh/bohr

Last column: Löwdin charge in e.
Atoms and positions in Å:
1 O -3.015 -0.886 -3.291  0.09
2 N -2.065 -0.334 -2.710  -0.29
3 O -2.229 0.466 -1.755  0.07
4 C -0.722 -0.595 -3.180  -0.09
5 C -0.519 -1.031 -4.511  0.12
6 C 0.756 -1.010 -5.079  -0.05
7 N 0.919 -1.324 -6.488  -0.31
8 O 2.046 -1.418 -7.001  0.09
9 O -0.138 -1.500 -7.136  0.06
10 C 1.868 -0.599 -4.237  -0.14
11 N 3.099 -0.175 -4.617  0.16
12 O 3.673 0.321 -3.454  0.07
13 N 2.819 0.182 -2.366  -0.15
14 O 3.165 0.537 -1.246  0.08
15 C 1.623 -0.358 -2.866  -0.08
16 C 0.357 -0.318 -2.309  0.11
17 H -1.369 -1.346 -5.110  0.14
18 H 0.213 -0.032 -1.273  0.08
19 O -3.682 -4.655 -0.959  0.03
20 N -3.846 -3.749 -0.110  -0.33
21 O -4.975 -3.367 0.268  0.04
22 C -2.684 -3.116 0.414  -0.18
23 C -2.808 -2.002 1.268  0.01
24 C -1.737 -1.152 1.454  -0.01
25 C -0.504 -1.369 0.758  -0.22
26 C 0.573 -0.428 0.772  -0.09
27 C 0.578 0.730 1.608  -0.17
28 C -0.467 1.774 1.482  -0.17
29 C -0.918 2.157 0.206  -0.02
30 C -2.036 2.972 0.063  -0.06
31 C -2.607 3.571 1.191  -0.06
32 C -2.152 3.228 2.470  -0.07
33 C -1.102 2.321 2.619  -0.05
34 N 1.543 0.884 2.534  -0.04
35 C 2.373 -0.225 2.987  -0.13
36 C 3.158 0.341 4.180  -0.15
37 C 3.115 1.862 4.026  -0.15
38 C 1.961 2.176 3.065  -0.13
39 C -0.373 -2.581 0.008  -0.04
40 C -1.437 -3.436 -0.161  0.00
41 H -3.776 -1.806 1.721  0.12
42 H -1.843 -0.276 2.096  0.11
43 H 1.522 -0.722 0.310  0.10
44 H -0.371 1.798 -0.664  0.10
45 H -2.455 3.138 -0.930  0.11
46 H -3.419 4.289 1.069  0.11
47 H -2.615 3.662 3.361  0.11
48 H -0.770 2.039 3.621  0.11
49 H 1.753 -1.094 3.253  0.14
50 H 3.047 -0.542 2.177  0.12
51 H 2.662 0.034 5.107  0.11
52 H 4.175 -0.054 4.184  0.11
53 H 2.960 2.365 4.981  0.11
54 H 4.047 2.233 3.597  0.11
55 H 2.278 2.858 2.258  0.14
56 H 1.151 2.683 3.604  0.10
57 H 0.587 -2.799 -0.470  0.11
58 H -1.388 -4.321 -0.788  0.12